{"formula": "C5H7N", "method": "the ωB97M-V functional and the def2-TZVPD basis", "charge": 0, "de_lowest_ev": 1.620, "smiles": "C1=C[C@@H]2N[C@@H]2C1", "fmax_ev_per_a": 1.10, "orbital_gap_ev": 10.24, "elements": ["C", "C", "C", "N", "C", "C", "H", "H", "H", "H", "H", "H", "H"], "xyz": [[0.255815, -1.419884, -0.204691], [0.393693, -0.900497, 1.016214], [0.194380, 0.574441, 0.986632], [-1.163760, 0.966095, 0.556569], [-0.081042, 0.915015, -0.415234], [-0.042094, -0.358890, -1.246055], [0.326114, -2.476840, -0.425311], [0.627436, -1.463310, 1.908507], [0.749086, 1.241486, 1.643236], [-1.309357, 1.939204, 0.833985], [0.262318, 1.852435, -0.858239], [-0.976204, -0.550779, -1.792785], [0.763616, -0.318476, -2.002830]], "forces_ev_per_a": [[-0.101, 0.162, 0.287], [0.114, -0.171, -0.257], [0.359, -0.023, 0.425], [-0.347, 0.284, 0.399], [0.156, 0.462, -0.986], [0.346, -0.147, -0.254], [-0.059, 0.022, -0.073], [-0.048, 0.010, 0.038], [-0.137, -0.163, -0.083], [-0.067, -0.269, -0.136], [-0.085, -0.290, 0.147], [0.137, 0.097, 0.227], [-0.268, 0.025, 0.267]], "mulliken_charge": [-0.3744, -0.6155, 0.0242, -0.6427, -0.1505, -0.7040, 0.3800, 0.4023, 0.4398, 0.2567, 0.4204, 0.2637, 0.2999]}

{"formula": "C5H7N", "method": "the ωB97M-V functional and the def2-TZVPD basis", "charge": 0, "de_lowest_ev": 2.758, "fmax_ev_per_a": 4.98, "orbital_gap_ev": 11.64, "elements": ["C", "C", "C", "C", "C", "N", "H", "H", "H", "H", "H", "H", "H"], "xyz": [[-3.285381, -0.057826, -0.119973], [0.050865, -1.080071, -0.786298], [0.047546, -1.085774, 0.775950], [-0.697023, 0.006744, 0.008086], [-0.250495, 1.415829, 0.005985], [-2.146749, -0.100037, 0.039157], [-0.464318, -1.735555, -1.320250], [0.875772, -0.816991, -1.344260], [-0.356984, -1.912289, 1.289703], [0.944151, -0.846911, 1.271482], [-0.280567, 1.991307, 0.861729], [-0.677884, 2.087954, -0.669896], [0.782049, 1.348430, -0.171168]], "forces_ev_per_a": [[-1.702, -0.014, -0.064], [0.041, 2.769, 4.142], [0.200, 0.586, -2.474], [-1.524, -1.720, 0.550], [1.060, -0.807, -0.330], [2.696, -0.133, -0.220], [-2.728, -2.953, -1.605], [2.017, 1.033, -0.577], [-1.362, -0.571, 0.173], [1.135, 0.819, 0.202], [-0.589, 0.439, 2.676], [-0.887, 0.332, -1.814], [1.644, 0.221, -0.658]], "mulliken_charge": [-0.1758, -0.8885, -0.8009, 1.0771, -1.5627, -0.0100, 0.3472, 0.2684, 0.3028, 0.2753, 0.3909, 0.3991, 0.3769]}

{"formula": "C5H7N", "method": "the ωB97M-V functional and the def2-TZVPD basis", "charge": 0, "de_lowest_ev": 5.042, "fmax_ev_per_a": 7.17, "orbital_gap_ev": 10.05, "elements": ["C", "C", "C", "C", "C", "H", "H", "H", "H", "H", "H", "H", "N"], "xyz": [[0.110627, 0.635586, 1.116620], [-0.784641, 0.588547, -0.169176], [0.952094, 0.063998, -0.095906], [0.388741, -1.315012, -0.238398], [-0.935484, -0.840988, -0.254724], [0.253776, 1.633366, 1.702641], [-0.091999, -0.084912, 1.868491], [-1.447012, 1.355663, -0.475162], [-0.104898, 0.543320, -1.806389], [2.126574, 0.174581, -0.078406], [0.947471, -2.197819, -0.362193], [-1.687629, -1.587559, -0.123809], [0.272380, 1.031229, -1.083589]], "forces_ev_per_a": [[0.283, 2.134, -0.269], [-2.657, 3.622, 1.607], [7.044, 1.340, -0.019], [-3.448, 3.819, -0.588], [2.383, -5.323, -0.570], [0.275, -1.329, -1.833], [-0.331, -0.745, 0.371], [-2.704, -0.054, 1.232], [0.164, -1.743, -3.912], [-2.102, -0.341, -0.002], [0.043, -1.029, 0.196], [-1.266, 0.457, -0.307], [2.316, -0.807, 4.094]], "mulliken_charge": [-0.6634, -0.1374, 0.0770, -0.3581, -0.7702, 0.2246, 0.2986, 0.5345, 0.2850, 0.3544, 0.4361, 0.3512, -0.6323]}

{"formula": "C5H7N", "method": "the ωB97M-V functional and the def2-TZVPD basis", "charge": 0, "de_lowest_ev": 1.533, "smiles": "CC/C=C\\C#N", "fmax_ev_per_a": 4.18, "orbital_gap_ev": 10.36, "elements": ["C", "C", "C", "C", "C", "N", "H", "H", "H", "H", "H", "H", "H"], "xyz": [[-0.408643, 0.525310, 1.617593], [0.012994, -0.533628, 0.609840], [-0.639992, -0.557926, -0.647443], [0.006013, -0.114444, -1.766793], [1.390961, 0.299028, -1.824198], [2.510839, 0.652960, -1.942375], [-0.354204, 1.595685, 1.151545], [0.258430, 0.564000, 2.540969], [-1.514749, 0.534557, 2.101574], [-0.047420, -1.505529, 1.177603], [1.105690, -0.426438, 0.432341], [-1.700531, -0.904712, -0.765142], [-0.619389, -0.128861, -2.685512]], "forces_ev_per_a": [[-1.639, 3.188, 1.641], [1.800, -1.390, 3.501], [-0.662, 0.578, -3.231], [-1.806, -0.844, 0.254], [2.404, 0.960, -0.490], [-3.262, -1.073, 0.436], [0.071, -1.858, 0.701], [-0.637, -0.277, -1.355], [2.337, -0.661, -1.498], [-0.198, 0.540, -0.790], [-0.586, 0.159, 0.206], [1.111, 0.475, 0.200], [1.066, 0.202, 0.424]], "mulliken_charge": [-0.9802, -0.3411, -0.0071, -0.2947, 0.0690, -0.4186, 0.2645, 0.2923, 0.2661, 0.2429, 0.2704, 0.3187, 0.3178]}

{"formula": "C5H7N", "method": "the ωB97M-V functional and the def2-TZVPD basis", "charge": 0, "de_lowest_ev": 3.843, "fmax_ev_per_a": 5.68, "orbital_gap_ev": 9.96, "elements": ["C", "C", "C", "C", "C", "N", "H", "H", "H", "H", "H", "H", "H"], "xyz": [[-1.461035, 0.019061, -1.210709], [0.640193, -0.906385, -0.679641], [-0.814252, -0.819021, -0.163599], [0.053942, 0.416023, 0.037572], [0.838532, 0.893597, 1.303889], [-0.784861, 1.066740, -1.005061], [-2.303224, 0.080619, -1.756766], [1.292339, -1.539784, -0.100628], [0.764287, -0.830386, -1.722466], [-1.249175, -1.449580, 0.581420], [1.853178, 0.944988, 1.124023], [0.615554, 0.259500, 2.014612], [0.554524, 1.864627, 1.577354]], "forces_ev_per_a": [[1.152, 0.503, 2.809], [-1.767, 1.266, 2.017], [1.313, -0.255, -0.217], [1.302, -2.579, -0.181], [-1.763, 1.997, -5.020], [1.432, 2.219, -0.157], [-2.680, -0.713, -2.289], [0.322, 0.064, 0.051], [0.312, -0.092, -1.052], [-0.149, -0.426, 0.145], [2.199, -0.166, -0.494], [-0.938, -3.214, 3.888], [-0.735, 1.397, 0.499]], "mulliken_charge": [-0.3558, -0.7235, -0.3528, 0.8815, -1.5328, -0.6371, 0.5222, 0.2865, 0.2955, 0.3769, 0.3566, 0.4601, 0.4226]}

{"formula": "C5H7N", "method": "the ωB97M-V functional and the def2-TZVPD basis", "charge": 0, "de_lowest_ev": 5.549, "fmax_ev_per_a": 1.27, "orbital_gap_ev": [9.07, 7.30], "elements": ["C", "C", "C", "C", "N", "C", "H", "H", "H", "H", "H", "H", "H"], "xyz": [[1.202312, -0.277119, 0.495417], [0.676538, 0.985389, -0.149707], [0.350106, -0.853097, -0.547939], [-1.091719, -0.367021, -0.405183], [-1.693341, -0.683891, 0.827108], [-0.715572, 1.046578, -0.283790], [2.268118, -0.443072, 0.333371], [0.947639, -0.409079, 1.550713], [1.356322, 1.803268, -0.377768], [0.738844, -1.527749, -1.308601], [-1.715681, -0.622577, -1.267849], [-0.983380, -0.581953, 1.553180], [-1.333332, 1.928323, -0.408862]], "forces_ev_per_a": [[0.068, 0.294, -0.211], [-0.281, 0.804, 0.342], [-0.117, -1.061, -0.258], [0.273, -0.459, -0.311], [-0.570, -0.409, 0.552], [0.926, 0.839, -0.202], [-0.168, 0.034, 0.026], [0.013, 0.011, -0.126], [-0.106, -0.037, 0.031], [-0.184, 0.154, 0.103], [0.070, 0.086, 0.169], [-0.041, -0.096, -0.044], [0.118, -0.159, -0.070]], "mulliken_charge": [-0.6433, -0.1118, -0.4477, 0.2903, -0.6705, -0.6975, 0.2828, 0.2025, 0.4017, 0.3418, 0.3675, 0.2906, 0.3935]}

{"formula": "C5H7N", "method": "the ωB97M-V functional and the def2-TZVPD basis", "charge": 0, "de_lowest_ev": 4.442, "smiles": "C#C[C@]1(C)CN1", "fmax_ev_per_a": 1.80, "orbital_gap_ev": 10.27, "elements": ["C", "C", "C", "C", "C", "N", "H", "H", "H", "H", "H", "H", "H"], "xyz": [[2.355742, -1.124432, -0.102965], [1.236861, -0.722358, -0.087680], [-0.072658, -0.110240, -0.044982], [-0.238368, 1.244418, -0.708336], [-0.947994, -0.076394, 1.122096], [-1.309379, -0.747511, -0.382614], [3.375229, -1.463883, -0.121244], [0.029976, 1.128582, -1.756103], [0.318978, 2.022293, -0.189679], [-1.317068, 1.441152, -0.664508], [-1.260013, -0.802342, 1.858524], [-1.043249, 0.977396, 1.468571], [-1.128051, -1.766678, -0.391086]], "forces_ev_per_a": [[1.437, -0.509, -0.059], [-1.018, 0.283, -0.053], [0.658, 0.480, -0.310], [0.382, 0.223, -0.189], [-0.775, -0.702, -0.310], [-0.296, 0.249, 0.864], [-0.459, 0.075, 0.012], [0.222, 0.342, -0.022], [0.178, 0.147, -0.244], [0.423, 0.232, -0.056], [1.177, -0.393, 0.077], [-1.401, -0.840, -0.745], [-0.527, 0.413, 1.035]], "mulliken_charge": [-0.0864, -0.6438, 1.1036, -1.3940, -0.7261, -0.6281, 0.4341, 0.3630, 0.3401, 0.4051, 0.3101, 0.2372, 0.2850]}

{"formula": "C5H7N", "method": "the ωB97M-V functional and the def2-TZVPD basis", "charge": 0, "de_lowest_ev": 2.828, "smiles": "C#C[C@@H]1N[C@@H]1C", "fmax_ev_per_a": 0.45, "orbital_gap_ev": 10.39, "elements": ["C", "C", "C", "N", "C", "C", "H", "H", "H", "H", "H", "H", "H"], "xyz": [[2.508849, -0.462496, 0.223572], [1.552014, 0.159841, -0.163956], [0.402610, 0.892623, -0.656321], [-0.562000, 1.531115, 0.249354], [-0.965522, 0.328212, -0.464189], [-1.180270, -0.950323, 0.304040], [3.364042, -1.006361, 0.563199], [0.597897, 1.519349, -1.521348], [-0.327908, 1.312524, 1.215233], [-1.678280, 0.506215, -1.269508], [-0.418805, -1.063562, 1.081565], [-2.163793, -0.938958, 0.785275], [-1.128839, -1.828178, -0.346914]], "forces_ev_per_a": [[-0.341, 0.259, -0.138], [0.340, -0.175, 0.216], [0.175, 0.019, -0.145], [0.005, 0.097, 0.286], [-0.127, -0.136, -0.091], [0.039, -0.023, 0.050], [-0.189, 0.118, -0.066], [0.036, -0.266, -0.052], [-0.061, -0.063, -0.082], [0.103, 0.058, 0.170], [-0.081, -0.012, -0.101], [0.109, 0.001, -0.076], [-0.009, 0.123, 0.029]], "mulliken_charge": [0.3861, -0.6766, -0.4766, -0.6129, 0.2847, -1.2456, 0.4052, 0.3349, 0.2925, 0.3590, 0.3152, 0.3354, 0.2988]}

{"formula": "C5H7N", "method": "the ωB97M-V functional and the def2-TZVPD basis", "charge": 0, "de_lowest_ev": 2.393, "smiles": "C=C=C/C=N/C", "fmax_ev_per_a": 0.45, "orbital_gap_ev": 10.13, "elements": ["C", "C", "C", "C", "N", "C", "H", "H", "H", "H", "H", "H", "H"], "xyz": [[1.808698, -2.003059, 0.633622], [1.674974, -0.752542, 0.301791], [1.455553, 0.484104, -0.076394], [0.073109, 0.922138, -0.363803], [-0.908436, 0.221100, 0.025214], [-2.246250, 0.692467, -0.221234], [1.590005, -2.354755, 1.638498], [2.127878, -2.729779, -0.105928], [2.268191, 1.205473, -0.126701], [-0.050980, 1.886112, -0.883516], [-2.756520, 0.795426, 0.743388], [-2.792744, -0.066963, -0.790928], [-2.296283, 1.653625, -0.757936]], "forces_ev_per_a": [[0.033, 0.193, -0.064], [0.096, -0.089, -0.019], [0.052, -0.193, 0.126], [-0.225, -0.177, 0.112], [0.291, 0.315, -0.139], [-0.210, 0.060, -0.045], [0.196, 0.132, -0.078], [-0.151, -0.014, 0.024], [-0.146, -0.088, 0.065], [-0.037, -0.154, 0.076], [0.022, 0.008, -0.169], [0.046, 0.130, 0.058], [0.034, -0.124, 0.053]], "mulliken_charge": [-0.6141, 0.2038, -0.5816, 0.1302, -0.3515, -0.6616, 0.2375, 0.2396, 0.3467, 0.2887, 0.2309, 0.2305, 0.3008]}